[1]
Computed, not measured: a 5-piece molecular cluster, C43H32O19 overall at a distorted geometry, with ωB97M-V/def2-TZVPD.

Geometry as XYZ:
```
94
Properties=species:S:1:pos:R:3:forces:R:3
C -4.386 3.752 1.037 1.353 -0.429 -0.232
C -3.210 3.170 0.574 -0.681 0.085 1.496
C -2.367 2.446 1.663 0.572 0.557 0.315
C -0.931 2.634 1.829 -0.684 -1.684 1.891
C -0.252 1.921 2.929 -1.955 -0.292 -0.417
C -1.027 1.057 3.805 -1.199 0.229 -0.453
C -2.486 0.854 3.632 1.475 1.200 -0.901
C -3.149 1.556 2.550 2.069 0.180 0.415
C -3.247 -0.074 4.642 0.618 1.018 0.356
O -4.125 -0.819 4.287 0.190 0.422 0.245
C -2.787 0.101 6.128 0.949 0.260 0.463
C -3.697 0.104 7.255 2.356 0.259 0.561
C -3.123 0.325 8.597 1.073 0.044 -1.632
C -1.687 0.546 8.750 0.083 -0.534 -1.710
O -1.100 0.802 9.997 -0.939 0.577 -1.102
C -1.313 2.197 10.345 0.429 0.777 0.145
C -0.582 3.228 9.405 -0.508 0.476 -0.949
C -1.568 3.840 8.309 0.524 0.206 0.562
C -0.753 0.515 7.606 -2.832 -0.442 -0.184
C -1.328 0.295 6.297 -0.839 0.070 0.987
C -0.411 0.294 5.025 -0.992 0.816 -0.103
O 0.678 -0.224 5.008 -0.376 0.372 0.092
H -4.260 4.406 1.940 -0.789 -1.677 -0.113
H -5.388 3.547 0.598 0.970 1.406 -0.430
H -2.913 3.188 -0.499 -0.587 -1.112 0.785
H -0.347 3.323 1.172 -0.712 -0.745 0.633
H 0.843 2.027 3.121 -1.125 -0.087 -0.290
H -4.245 1.457 2.401 1.038 0.012 0.032
H -4.796 -0.046 7.116 1.230 0.111 0.105
H -3.789 0.341 9.494 0.764 0.006 -0.893
H -2.415 2.390 10.275 0.880 -0.014 0.441
H -0.914 2.323 11.385 -0.619 -0.327 -0.866
H 0.299 2.774 8.872 -0.827 0.236 0.723
H -0.189 4.123 9.968 -0.356 -1.126 -0.216
H -2.110 3.056 7.725 0.529 0.645 0.396
H -2.323 4.493 8.825 0.600 -0.636 -0.504
H -0.963 4.501 7.629 -0.710 -0.682 0.458
H 0.328 0.695 7.773 -0.947 -0.287 -0.215
O -3.324 -2.535 -2.165 0.169 0.289 -0.242
C -2.442 -2.101 -1.447 -0.230 -0.534 0.474
C -2.162 -2.645 -0.120 -0.140 0.043 -0.307
C -1.191 -2.122 0.638 -0.305 -0.672 0.645
O -0.913 -2.607 1.861 0.261 0.665 -0.604
C -0.366 -0.971 0.162 0.173 0.446 -0.372
O 0.494 -0.514 0.891 -0.030 -0.245 0.177
C -0.631 -0.440 -1.175 0.158 0.027 0.220
C -1.598 -0.966 -1.932 0.263 0.643 -0.514
O -1.858 -0.496 -3.169 -0.304 -0.605 0.575
H -2.767 -3.477 0.213 0.008 0.028 0.017
H -0.178 -2.059 2.200 -0.052 -0.067 0.085
H -0.015 0.383 -1.514 -0.061 0.047 0.030
H -2.597 -1.039 -3.506 0.039 0.058 -0.027
O 3.951 -0.757 -6.341 -0.174 -0.263 0.185
C 3.202 -0.021 -5.720 0.331 0.690 -0.262
C 3.384 1.424 -5.668 -0.227 -0.201 -0.413
C 2.550 2.189 -4.961 0.447 0.666 -0.445
O 2.700 3.527 -4.899 -0.489 -0.639 0.320
C 1.410 1.600 -4.199 -0.330 -0.391 0.160
O 0.682 2.331 -3.550 0.236 0.174 -0.074
C 1.211 0.153 -4.270 -0.048 0.267 0.149
C 2.044 -0.611 -4.981 -0.429 -0.705 0.467
O 1.879 -1.949 -5.062 0.592 0.876 -0.164
H 4.216 1.838 -6.220 0.016 -0.004 0.067
H 1.976 3.845 -4.327 0.082 0.047 -0.045
H 0.372 -0.258 -3.729 0.004 -0.023 -0.115
H 2.608 -2.271 -5.631 -0.132 -0.193 -0.011
O 4.716 0.884 -3.398 0.296 -0.473 0.163
C 4.868 0.189 -2.406 -0.163 0.528 0.444
C 4.669 0.702 -1.053 -0.007 0.021 -0.407
C 4.860 -0.088 0.008 -0.288 0.792 0.544
O 4.681 0.362 1.262 0.272 -0.729 -0.501
C 5.284 -1.513 -0.146 0.169 -0.642 -0.320
O 5.464 -2.192 0.848 -0.106 0.342 0.136
C 5.460 -2.035 -1.500 -0.020 0.016 0.311
C 5.266 -1.246 -2.562 0.234 -0.758 -0.514
O 5.421 -1.710 -3.818 -0.251 0.799 0.586
H 4.365 1.735 -0.954 0.013 -0.016 0.017
H 4.881 -0.396 1.844 -0.052 0.090 0.042
H 5.749 -3.072 -1.599 0.002 0.026 -0.018
H 5.229 -0.956 -4.408 0.111 -0.184 -0.162
O -2.868 -4.050 -9.830 0.181 -0.335 -0.033
C -1.805 -3.845 -9.273 -0.302 0.634 0.123
C -1.480 -2.569 -8.639 -0.173 -0.219 -0.156
C -0.292 -2.385 -8.054 -0.330 0.796 0.159
O 0.027 -1.220 -7.464 0.298 -0.724 -0.241
C 0.741 -3.467 -8.027 0.312 -0.660 -0.105
O 1.820 -3.257 -7.500 -0.247 0.247 -0.119
C 0.405 -4.751 -8.639 0.200 0.221 0.175
C -0.784 -4.935 -9.222 0.342 -0.867 -0.162
O -1.116 -6.108 -9.790 -0.308 0.823 0.156
H -2.234 -1.794 -8.668 0.028 0.000 0.001
H 0.931 -1.343 -7.120 -0.100 0.024 0.040
H 1.153 -5.531 -8.598 -0.020 0.012 -0.014
H -2.020 -5.983 -10.138 0.055 -0.076 -0.012
```
Positions in Å, forces in eV/Å.

## Properties
LUMO level (hartree): -0.0607
SMILES: C=Cc1ccc2c(c1)C(=O)c1ccc(OCCC)cc1C2=O.O=C1C=C(O)C(=O)C=C1O.O=C1C=C(O)C(=O)C=C1O.O=C1C=C(O)C(=O)C=C1O.O=C1C=C(O)C(=O)C=C1O

Here are the Löwdin charges for atoms 1 to 6, given in e:
1. C -0.0203
2. C -0.1284
3. C -0.1924
4. C -0.0067
5. C 0.0011
6. C -0.0673

[2]
Computed, not measured: C47H44Cl2N3O3P2Pb as an isolated structure at a distorted geometry, with ωB97M-V/def2-TZVPD.

Geometry as XYZ:
```
102
Properties=species:S:1:pos:R:3:forces:R:3
Pb 1.942 -0.055 -2.734 0.226 0.122 0.282
N 3.565 -2.030 -3.509 -0.037 0.571 -0.307
C 3.308 -2.123 -4.976 1.596 -0.798 -0.255
C 1.906 -2.672 -5.251 -0.046 0.622 0.435
N 0.842 -1.783 -4.669 0.166 -1.138 0.442
C 0.082 -1.004 -5.623 -0.067 0.952 -0.329
C 0.610 0.432 -5.782 -0.933 0.849 -1.383
N 0.617 1.242 -4.524 0.225 -0.057 -0.330
H 4.534 -1.756 -3.345 -0.182 0.015 -0.107
H 3.477 -2.948 -3.095 -0.111 -0.188 0.151
H 4.091 -2.827 -5.428 -1.176 0.847 0.335
H 3.521 -1.117 -5.404 -0.527 -0.690 0.165
H 1.790 -3.680 -4.786 0.193 0.658 -0.614
H 1.780 -2.697 -6.342 -0.047 -0.440 0.261
H 0.156 -2.371 -4.183 0.607 0.146 -0.154
H -0.952 -0.957 -5.250 0.161 0.102 -0.198
H 0.041 -1.465 -6.632 0.027 0.189 0.465
H -0.086 0.904 -6.539 0.702 -0.299 0.708
H 1.605 0.496 -6.260 -0.325 -0.278 0.541
H -0.336 1.466 -4.236 0.259 -0.021 -0.214
H 1.116 2.137 -4.682 -0.449 -0.761 0.073
O -1.126 -0.732 4.649 -0.421 -0.092 -0.637
C -1.420 0.629 4.589 -0.217 -0.010 -0.244
C -1.816 1.318 5.715 -0.452 0.648 0.271
C -2.405 2.583 5.537 0.191 0.019 0.236
C -2.589 3.147 4.278 0.343 0.635 0.620
C -1.985 2.538 3.195 -0.588 0.112 -0.437
C -1.376 1.289 3.343 -1.033 -0.383 -0.161
P -0.686 0.433 1.927 1.263 1.666 0.555
C -0.413 1.779 0.632 -0.543 -1.631 -2.192
C 0.146 3.022 0.938 0.318 0.033 2.554
C 0.095 4.084 0.067 0.603 0.876 -1.073
C -0.343 3.906 -1.264 -0.075 0.016 1.151
C -0.859 2.669 -1.612 0.671 -1.224 0.086
C -0.757 1.532 -0.726 -0.913 1.843 0.453
C 0.975 0.081 2.479 0.414 -1.936 0.200
C 1.600 0.853 3.485 -2.140 0.944 -1.027
C 2.834 0.551 3.923 2.141 0.115 1.005
C 3.543 -0.550 3.412 -0.209 0.428 0.280
C 2.889 -1.378 2.531 -0.613 -1.555 -0.853
C 1.587 -1.103 2.039 0.942 0.890 0.994
C -2.288 -1.535 4.528 0.491 -0.079 0.002
C -2.898 -1.943 5.721 0.123 0.472 -0.350
C -4.064 -2.685 5.689 0.005 -0.645 -0.907
C -4.473 -3.272 4.482 0.037 1.912 -0.533
C -3.896 -2.823 3.285 0.808 -0.118 0.630
C -2.785 -1.944 3.260 0.208 0.544 0.900
P -2.254 -1.318 1.589 -0.879 1.080 1.644
C -3.612 -0.356 0.900 0.980 -0.367 0.412
C -4.536 0.233 1.786 -0.732 0.161 -0.838
C -5.669 0.768 1.161 0.226 0.598 0.594
C -5.785 0.840 -0.224 0.010 -0.364 0.170
C -4.781 0.374 -1.076 0.073 -0.259 -0.166
C -3.679 -0.253 -0.506 0.089 0.207 -0.080
C -1.779 -2.702 0.633 1.355 -1.606 0.551
C -2.465 -3.188 -0.477 0.112 -0.671 -0.797
C -1.953 -4.292 -1.199 0.619 0.191 0.624
C -0.808 -4.974 -0.752 -0.514 0.306 0.149
C -0.207 -4.561 0.432 1.063 0.950 0.682
C -0.672 -3.446 1.169 -0.367 -0.225 -1.575
H -1.733 0.905 6.725 -0.024 -0.046 -0.523
H -2.716 3.177 6.393 -0.053 -0.384 0.010
H -3.089 4.129 4.217 0.349 -0.729 -0.214
H -2.060 3.020 2.222 0.168 -0.197 0.199
H 0.634 3.170 1.947 -0.880 -0.040 -1.150
H 0.419 5.098 0.380 0.048 -0.969 -0.140
H -0.254 4.734 -1.979 -0.460 -0.400 0.379
H -1.330 2.614 -2.595 0.298 -0.507 0.190
H -1.051 0.531 -1.046 -0.194 0.398 0.022
H 1.077 1.742 3.860 0.318 -0.460 0.008
H 3.277 1.195 4.708 -0.169 -0.505 -0.633
H 4.574 -0.761 3.718 -0.555 0.037 0.023
H 3.339 -2.358 2.277 -0.139 0.839 -0.068
H 1.046 -1.806 1.414 0.482 0.262 -0.130
H -2.502 -1.634 6.689 0.047 0.174 -0.396
H -4.667 -2.789 6.573 0.110 -0.376 0.314
H -5.398 -3.812 4.399 -0.032 -0.442 0.176
H -4.297 -3.190 2.369 -0.304 -0.192 -0.661
H -4.456 0.325 2.887 0.222 -0.551 -0.847
H -6.454 1.219 1.778 0.299 -0.283 -0.270
H -6.712 1.237 -0.593 -0.082 0.211 -0.410
H -4.863 0.429 -2.173 -0.080 0.118 0.698
H -2.856 -0.636 -1.153 -0.907 0.225 0.684
H -3.423 -2.753 -0.757 0.386 -0.009 -0.217
H -2.364 -4.585 -2.148 -0.587 -0.100 -0.009
H -0.360 -5.853 -1.252 -0.558 0.762 0.005
H 0.780 -5.009 0.655 -0.931 0.089 0.454
H -0.166 -3.093 2.070 -0.191 -0.404 -0.224
Cl 7.753 4.870 -1.833 0.306 0.288 0.040
C 6.461 3.767 -1.694 -1.534 -0.868 -2.377
C 5.966 3.406 -0.426 0.505 0.161 -0.512
C 4.910 2.546 -0.321 -0.287 0.325 -0.447
Cl 4.522 1.991 1.272 -0.505 -0.027 -0.112
C 4.129 2.107 -1.463 0.794 -1.326 0.713
O 3.052 1.431 -1.224 0.303 0.124 -1.091
C 4.770 2.288 -2.762 0.208 1.552 1.075
C 4.357 1.785 -3.997 -0.986 0.151 -0.963
O 3.383 1.002 -4.245 0.685 0.098 0.372
C 5.855 3.234 -2.866 0.645 0.216 2.291
H 6.469 3.831 0.445 -0.219 -0.367 -0.137
H 4.905 2.205 -4.895 -0.447 -0.694 0.796
H 6.171 3.530 -3.861 0.300 -0.030 0.220
```
Positions in Å, forces in eV/Å.

## Properties
LUMO level (hartree): -0.3142
Energy relative to the best compared isomer or geometry (same formula, charge and spin) (kJ/mol): 0.00
Total charge: +3

Here are the Löwdin charges for atoms 1 to 6, given in e:
1. Pb 1.4458
2. N -0.0766
3. C -0.2509
4. C -0.1748
5. N -0.1531
6. C -0.2307

[3]
Computed, not measured: C40H42BrMnN2O2P2S2Te as an isolated structure, with ωB97M-V/def2-TZVPD.

Geometry as XYZ:
```
93
Properties=species:S:1:pos:R:3:forces:R:3
Mn 0.378 0.356 0.236 0.116 0.145 0.199
Br 0.315 -2.545 0.136 0.026 -0.045 -0.079
C 0.985 -2.611 1.936 -0.075 -0.014 0.019
C 1.065 -3.899 2.496 -0.020 -0.012 -0.050
C 1.511 -4.025 3.798 0.037 -0.033 0.013
C 1.868 -2.895 4.537 -0.005 0.019 0.013
C 1.783 -1.582 3.969 0.011 0.076 -0.033
C 2.103 -0.443 4.721 0.002 0.006 -0.002
C 2.021 0.835 4.172 0.003 -0.037 0.015
C 1.602 0.990 2.858 0.023 -0.080 -0.063
C 1.244 -0.097 2.043 -0.133 0.004 -0.170
C 1.346 -1.401 2.599 0.073 0.016 0.136
H 0.800 -4.766 1.902 0.001 0.039 0.051
H 1.594 -5.014 4.241 -0.014 0.016 -0.021
H 2.223 -2.991 5.559 -0.020 0.000 -0.037
H 2.423 -0.579 5.752 -0.007 -0.005 -0.024
H 2.271 1.708 4.770 -0.019 -0.026 -0.017
H 1.530 1.992 2.447 0.012 0.034 0.010
N -2.520 0.836 -0.915 0.063 -0.101 0.071
P -0.963 0.761 -1.647 -0.060 0.000 -0.138
C -1.324 -0.429 -3.015 0.028 0.088 0.024
C -2.359 -0.202 -3.922 -0.037 -0.033 -0.059
C -2.640 -1.117 -4.924 -0.002 0.043 0.027
C -1.872 -2.270 -5.040 -0.043 -0.025 -0.077
C -0.829 -2.495 -4.160 0.054 -0.015 0.074
C -0.556 -1.577 -3.151 0.016 -0.068 0.013
C -0.962 2.285 -2.655 -0.025 0.010 -0.011
C -1.944 3.262 -2.541 0.006 0.054 -0.044
C -1.895 4.402 -3.332 -0.005 -0.040 0.026
C -0.855 4.578 -4.234 0.009 0.001 -0.009
C 0.138 3.612 -4.335 0.036 -0.014 -0.005
C 0.088 2.469 -3.552 -0.017 -0.011 0.031
C -2.702 0.347 0.365 -0.218 0.068 -0.055
C -3.998 0.199 0.882 0.101 0.083 -0.242
C -4.142 -0.291 2.155 -0.140 -0.074 0.226
C -3.015 -0.613 2.900 0.030 0.005 0.057
C -1.777 -0.422 2.321 0.042 -0.172 0.186
N -1.620 0.037 1.076 0.277 0.166 -0.074
H -3.359 0.866 -1.473 -0.031 0.045 -0.049
H -2.937 0.715 -3.862 -0.007 0.010 0.006
H -3.447 -0.926 -5.621 0.004 -0.004 0.001
H -2.085 -2.985 -5.826 -0.001 -0.004 0.001
H -0.216 -3.385 -4.248 -0.016 0.013 -0.004
H 0.273 -1.747 -2.477 -0.041 0.002 0.055
H -2.722 3.158 -1.795 0.012 -0.006 -0.013
H -2.656 5.166 -3.221 0.011 -0.007 -0.004
H -0.807 5.475 -4.842 0.001 -0.009 0.006
H 0.969 3.755 -5.016 -0.011 0.008 0.003
H 0.884 1.731 -3.601 -0.019 -0.013 -0.005
H -4.854 0.477 0.279 0.014 -0.004 -0.002
H -5.133 -0.417 2.574 0.000 -0.001 0.000
H -3.081 -0.999 3.907 -0.018 -0.006 -0.002
H -0.852 -0.645 2.841 -0.077 0.030 0.044
C 4.000 2.979 -2.762 -0.055 0.048 -0.015
C 4.090 2.432 -1.348 -0.114 0.003 0.011
O 2.841 1.904 -0.931 0.021 0.026 -0.055
P 2.474 0.308 -0.865 0.050 -0.019 -0.153
S 0.111 3.008 0.282 -0.024 -0.115 -0.047
S 4.061 -0.777 -0.399 0.062 0.024 0.039
O 2.225 0.067 -2.544 -0.046 -0.107 0.063
C 2.750 -1.043 -3.255 0.051 0.106 0.022
C 3.974 -0.655 -4.064 0.013 0.028 -0.041
H 4.922 3.505 -3.028 -0.008 -0.021 0.008
H 3.164 3.679 -2.838 0.037 -0.022 0.012
H 3.837 2.172 -3.476 -0.018 -0.006 0.004
H 4.332 3.238 -0.650 0.013 -0.007 0.024
H 4.860 1.663 -1.262 0.070 -0.054 0.000
H 1.961 -1.403 -3.925 0.008 0.042 -0.015
H 3.009 -1.844 -2.559 0.008 -0.030 0.020
H 3.742 0.181 -4.731 0.012 -0.028 0.005
H 4.316 -1.498 -4.675 -0.021 0.025 0.048
H 4.779 -0.359 -3.390 -0.007 0.003 0.002
C 0.946 4.527 7.419 0.022 -0.004 0.028
C 0.331 4.371 6.053 -0.014 -0.006 0.008
C 0.970 4.843 4.920 -0.006 -0.001 -0.040
C 0.418 4.711 3.645 -0.043 -0.012 0.006
C 1.171 5.285 2.479 0.008 0.025 -0.001
C -0.814 4.056 3.501 0.035 0.009 0.111
Te -1.701 3.746 1.587 -0.040 0.012 -0.001
C -1.489 3.597 4.644 0.085 0.016 -0.016
C -2.821 2.903 4.560 -0.060 0.023 0.013
C -0.907 3.762 5.896 -0.009 -0.006 0.002
H 2.017 4.724 7.346 -0.017 -0.004 -0.006
H 0.812 3.622 8.016 0.000 0.007 -0.019
H 0.492 5.355 7.972 -0.004 -0.009 -0.014
H 1.938 5.326 5.017 -0.024 -0.013 0.000
H 1.928 5.991 2.829 -0.011 -0.014 0.000
H 0.492 5.795 1.791 0.017 -0.008 0.016
H 1.653 4.501 1.894 -0.004 0.017 0.024
H -2.742 1.987 3.973 0.002 -0.051 -0.021
H -3.577 3.523 4.070 0.036 0.005 0.017
H -3.183 2.653 5.560 0.011 -0.011 -0.035
H -1.429 3.381 6.771 0.015 0.010 -0.023
```
Positions in Å, forces in eV/Å.

## Properties
LUMO level (spin up / spin down) (hartree): 0.1371 / 0.1360
Total charge: -2
Multiplicity: 5

Here are the Löwdin charges for atoms 1 to 6, given in e:
1. Mn 0.0356
2. Br 0.7578
3. C -0.5920
4. C -0.2267
5. C -0.1880
6. C -0.1146

[4]
Computed, not measured: a 2-piece molecular cluster, C5H10O2 overall, with ωB97M-V/def2-TZVPD.

Geometry as XYZ:
```
17
Properties=species:S:1:pos:R:3:forces:R:3
C -1.546 -0.751 1.306 -0.016 -0.013 -0.072
C -0.381 0.170 1.103 -0.035 0.217 -0.072
O 0.622 -1.572 -0.214 0.059 -0.011 -0.029
C 1.003 -0.787 -1.140 -0.084 0.276 -0.111
C 1.542 0.504 -0.746 0.215 -0.124 -0.026
C -0.275 1.166 0.171 -0.007 -0.061 0.358
O -1.139 1.300 -0.887 -0.094 -0.179 -0.034
H -1.207 -1.769 1.502 -0.046 0.142 -0.016
H -2.221 -0.783 0.445 0.100 -0.013 0.105
H -2.133 -0.404 2.168 0.080 -0.030 -0.120
H 0.355 0.191 1.902 -0.077 0.000 -0.125
H 0.513 -0.776 -2.136 0.059 -0.073 0.172
H 2.199 -0.770 -1.419 0.070 -0.038 -0.026
H 2.156 0.502 0.151 -0.116 0.032 -0.092
H 1.768 1.260 -1.499 -0.099 -0.112 0.079
H 0.260 2.091 0.371 0.002 -0.168 0.000
H -1.515 0.430 -1.078 -0.011 0.154 0.009
```
Positions in Å, forces in eV/Å.

## Properties
LUMO level (hartree): 0.0158
Energy relative to the best compared isomer or geometry (same formula, charge and spin) (kJ/mol): 524.46

Here are the natural (NBO) charges for atoms 1 to 6, given in e:
1. C -0.6445
2. C -0.1065
3. O -0.6809
4. C -0.0065
5. C -0.3132
6. C 0.0492